14
Properties=species:S:1:pos:R:3 method="wB97M-V/def2-TZVPD" e_tot_ev=-24928.1967 e_above_lowest_kj_mol=53.2 homo_ev=-2.584 homo_lumo_gap_ev=6.119 spin_multiplicity=1 e_lumo_ev=3.54 total_charge=-1
C -1.580 1.506 -1.575
S -0.092 0.919 -2.397
H -1.682 1.020 -0.592
H -2.480 1.226 -2.135
H -1.559 2.578 -1.418
C 0.138 -2.393 1.887
C 0.769 -1.077 2.328
S 0.628 0.221 1.074
H -0.944 -2.248 1.853
H 0.462 -2.604 0.867
H 0.401 -3.255 2.515
H 1.815 -1.259 2.606
H 0.284 -0.737 3.251
H 0.597 0.725 -1.262



14
Properties=species:S:1:pos:R:3 method="wB97M-V/def2-TZVPD" e_tot_ev=-24926.7421 e_above_lowest_kj_mol=193.5 homo_ev=-2.473 homo_lumo_gap_ev=5.590 spin_multiplicity=1 e_lumo_ev=3.12 total_charge=-1
C 1.498 -0.086 -0.956
S 2.298 -1.522 -2.115
H 1.074 -0.415 -0.002
H 0.858 0.551 -1.605
H 2.385 0.574 -0.649
C -3.232 0.223 1.691
C -1.644 -0.020 1.554
S -0.628 1.489 1.095
H -3.700 -0.075 0.668
H -3.740 -0.259 2.497
H -3.434 1.219 1.615
H -1.307 -0.700 0.662
H -1.412 -0.507 2.465
H 2.826 -0.569 -3.077



15
Properties=species:S:1:pos:R:3 method="wB97M-V/def2-TZVPD" e_tot_ev=-35763.8413 e_above_lowest_kj_mol=16.8 homo_ev=-3.102 homo_lumo_gap_ev=6.375 spin_multiplicity=1 e_lumo_ev=3.27 total_charge=-1
C -1.150 -1.099 -0.233
C 0.186 -0.935 -0.984
C 1.391 -1.112 -0.076
S 1.474 -0.049 1.422
H -1.206 -2.068 0.269
H -2.029 -0.959 -0.862
H -1.122 -0.349 0.559
H 0.203 -1.650 -1.817
H 0.179 0.090 -1.360
H 2.325 -0.922 -0.605
H 1.397 -2.154 0.274
S 0.385 2.849 0.134
S -1.511 2.851 1.010
H 0.804 1.499 0.613
H -1.325 4.008 1.654



15
Properties=species:S:1:pos:R:3 method="wB97M-V/def2-TZVPD" e_tot_ev=-35763.6097 e_above_lowest_kj_mol=39.2 homo_ev=-2.820 homo_lumo_gap_ev=6.069 spin_multiplicity=1 e_lumo_ev=3.25 total_charge=-1
C -1.130 -1.938 0.987
S -1.263 -0.463 -0.063
S -2.963 0.565 0.891
H -0.399 -1.784 1.773
H -0.922 -2.781 0.338
H -2.107 -2.151 1.428
H -4.001 -0.076 0.300
C 1.759 1.641 -0.161
C 1.455 0.657 -1.290
S 1.317 -1.036 -0.736
H 2.627 1.302 0.402
H 0.894 1.661 0.506
H 1.922 2.665 -0.518
H 2.253 0.734 -2.041
H 0.557 1.005 -1.817